ORCA calculation (ωB97M-V/def2-TZVPD) on C19H35FILiO11S4 as an isolated structure at a distorted geometry.

CARTESIAN COORDINATES (ANGSTROEM)
I1 3.00305 0.54261 2.30332
S1 -0.75831 3.30959 1.56366
S2 -2.37578 -0.90449 2.16091
S3 1.15986 -3.09926 0.44600
S4 -0.78436 1.25743 -1.77778
F1 3.48778 2.82972 -1.50907
O1 -1.00316 -0.60512 1.86812
O2 4.08611 -0.46199 -2.29806
O3 -0.12660 2.02846 1.45085
O4 2.50406 -0.81853 -3.85454
O5 -3.11219 -0.08682 3.09442
O6 -2.15269 1.46250 -1.36070
O7 -0.74024 4.19564 0.42680
O8 0.15957 -3.87818 1.13832
O9 1.05895 -1.66965 0.36306
O10 0.12232 0.69430 -0.82605
O11 2.65155 1.15085 -2.79325
C1 -0.83579 0.30726 -3.29419
C2 -0.05868 4.15021 2.98253
C3 -0.14432 2.79559 -2.47011
C4 3.60645 -3.90760 -0.10715
C5 3.03516 -0.10777 -3.05487
C6 -1.19557 4.36347 3.97486
C7 4.44153 0.63430 -1.45313
C8 2.67432 -4.66232 -1.06787
C9 3.18947 1.49005 -1.51384
C10 -0.13575 2.58499 -3.96819
C11 -1.00620 1.38029 -4.35552
C12 -3.48817 -2.51572 0.40227
C13 -2.41648 3.13619 2.20878
C14 -3.66630 -3.18995 1.78469
C15 -2.46945 -2.65310 2.57076
C16 -3.32864 -1.01551 0.65292
C17 -2.22222 3.26168 3.70580
C18 1.40905 -3.81731 -1.17913
C19 2.77092 -3.54948 1.10836
Li1 0.69660 0.26078 1.08132
H1 -2.85508 2.18959 1.91933
H2 -0.83207 4.33425 4.99695
H3 -1.59341 5.35715 3.74949
H4 3.18031 -2.75350 1.72507
H5 0.85207 2.90800 -2.05192
H6 0.43798 5.05908 2.65775
H7 -1.78437 2.32365 4.06388
H8 -2.06250 1.64710 -4.39137
H9 -2.93774 3.99986 1.79327
H10 3.07290 -4.85632 -2.06089
H11 -3.15912 3.42098 4.23427
H12 -2.43955 -2.79235 3.64601
H13 -4.33095 -0.66592 0.91441
H14 3.93365 -3.00684 -0.63087
H15 0.50691 -4.37184 -1.42956
H16 -2.94112 -0.41188 -0.16160
H17 -0.69307 0.98760 -5.32051
H18 -3.52036 -4.25984 1.64538
H19 5.26395 1.18628 -1.91000
H20 -4.26259 -2.72554 -0.33323
H21 4.65742 0.37454 -0.41692
H22 -0.48473 3.47055 -4.49998
H23 -1.54707 -3.02409 2.11635
H24 0.72258 3.47965 3.34976
H25 1.53944 -3.00833 -1.89082
H26 2.43532 -5.63488 -0.61827
H27 4.50234 -4.46603 0.15899
H28 0.88852 2.41422 -4.29553
H29 -0.81248 3.52697 -2.02124
H30 -4.59898 -2.93430 2.28502
H31 -1.69556 -0.34860 -3.20779
H32 0.11317 -0.22060 -3.35848
H33 2.45898 1.28926 -0.73250
H34 -2.56298 -2.93937 -0.01182
H35 2.51236 -4.44160 1.68306

Computed properties:
* highest occupied orbital energy: -7.264 eV
* LUMO energy: 0.33 eV
* gap between HOMO and LUMO: 7.594 eV
* F_max: 1.1 eV Å⁻¹
* energy: -97160.292 eV